Record 1
ORCA calculation (ωB97M-V/def2-TZVPD) on a molecular structure, C8H20N4P.

```
33
Properties=species:S:1:pos:R:3:lowdin_charge:R:1
C 2.687 -0.134 0.161 -0.23
C 2.161 -1.130 -0.937 -0.11
C -2.627 0.899 -0.335 -0.10
C -2.434 0.182 1.060 -0.15
C 1.991 1.811 1.553 -0.16
C -0.042 -1.803 -1.882 -0.09
C -0.807 2.179 -1.552 -0.07
C -0.927 -1.866 1.784 -0.07
N 1.835 1.033 0.313 -0.12
N 0.664 -0.883 -1.034 -0.28
N -1.203 0.933 -0.860 -0.28
N -1.363 -0.840 0.747 -0.25
P -0.162 0.037 0.005 0.94
H 2.794 -0.698 1.119 0.13
H 3.532 0.292 -0.215 0.09
H 2.618 -1.075 -1.852 0.09
H 2.435 -2.118 -0.546 0.12
H -3.136 0.273 -1.104 0.14
H -2.955 1.883 -0.127 0.10
H -2.121 0.932 1.875 0.14
H -3.293 -0.268 1.445 0.10
H 2.662 1.444 2.397 0.10
H 2.449 2.762 1.225 0.08
H 1.045 2.204 2.016 0.08
H -0.491 -1.276 -2.783 0.12
H 0.572 -2.610 -2.145 0.07
H -0.869 -2.217 -1.379 0.06
H 0.211 2.321 -1.795 0.06
H -1.422 2.035 -2.507 0.12
H -1.050 3.087 -1.022 0.08
H -1.646 -2.725 2.018 0.11
H 0.123 -2.205 1.630 0.08
H -0.811 -1.362 2.755 0.08
```

LUMO energy (alpha / beta) ... -4.2 / -4.2 eV
2S+1 ... 1
Net charge ... +1
Energy above the lowest of the compared OMol25 structures with the same formula, charge and spin ... 52.0 kcal per mole
Frontier orbital gap (alpha / beta) ... 8.20 / 8.20 eV
E_HOMO (alpha / beta) ... -12.4 / -12.4 eV



Record 2
ORCA calculation (ωB97M-V/def2-TZVPD) on 2 unconnected molecules or ions with the total composition C8H20NOSi.

```
31
Properties=species:S:1:pos:R:3:lowdin_charge:R:1
C -2.408 1.757 0.276 0.01
C -2.143 0.525 0.063 -0.02
C -1.529 2.845 0.994 0.00
C -2.721 -1.656 0.740 0.02
C -1.477 -1.063 -1.368 0.03
C 3.038 1.295 0.309 -0.17
C 1.746 -1.604 1.204 -0.15
C 1.645 -0.755 -1.800 -0.16
N -2.142 -0.710 -0.137 -0.18
O 0.215 0.518 0.293 -0.22
Si 1.781 -0.070 -0.007 0.50
H -3.182 2.240 -0.209 0.12
H -1.661 3.883 0.846 0.08
H -0.504 2.616 0.742 0.06
H -1.742 2.669 2.014 0.08
H -2.156 -2.598 0.609 0.12
H -2.454 -1.226 1.737 0.13
H -3.801 -1.650 0.591 0.12
H -1.844 -2.133 -1.394 0.14
H -1.766 -0.379 -2.151 0.13
H -0.489 -1.126 -1.024 0.03
H 4.052 1.026 -0.194 0.07
H 2.589 2.232 -0.052 0.03
H 3.320 1.498 1.363 0.04
H 0.827 -2.067 1.467 0.00
H 2.511 -2.362 0.826 0.05
H 2.331 -1.219 2.088 0.04
H 0.895 -0.180 -2.310 0.02
H 2.488 -0.402 -2.391 0.04
H 1.675 -1.787 -1.919 0.02
H -0.065 1.345 -0.085 0.01
```

LUMO energy ... -3.5 eV
2S+1 ... 1
Net charge ... +1
Energy above the lowest of the compared OMol25 structures with the same formula, charge and spin ... 32.0 kcal per mole
Frontier orbital gap ... 9.84 eV
E_HOMO ... -13.3 eV



Record 3
ORCA calculation (ωB97M-V/def2-TZVPD) on 4 unconnected molecules or ions with the total composition C8H20O3.

```
31
Properties=species:S:1:pos:R:3:lowdin_charge:R:1
C 0.054 -3.142 -0.606 0.04
C -0.607 -2.217 0.062 -0.34
C -2.111 -2.083 0.162 -0.22
C -2.683 -1.134 -0.908 -0.09
C 0.174 -1.086 0.775 -0.18
C 0.499 -0.161 -0.381 -0.15
C 1.718 -0.015 -0.892 -0.18
C 2.303 0.805 -2.020 -0.10
H 1.146 -3.096 -0.673 0.07
H -0.387 -4.049 -1.006 0.06
H -2.454 -3.119 0.098 0.10
H -2.402 -1.840 1.178 0.10
H -3.707 -1.247 -1.290 0.07
H -2.533 -0.159 -0.490 0.05
H -2.125 -1.256 -1.856 0.08
H 0.996 -1.631 1.252 0.11
H -0.317 -0.612 1.631 0.10
H -0.321 0.406 -0.838 0.11
H 2.489 -0.581 -0.349 0.11
H 3.171 0.287 -2.441 0.07
H 1.581 0.734 -2.831 0.07
H 2.521 1.847 -1.711 0.07
O 0.567 3.289 -0.760 -0.04
H 0.605 2.643 -1.467 0.02
H 0.500 3.340 0.183 0.01
O 1.257 0.884 2.010 -0.06
H 1.366 0.761 2.963 0.07
H 1.566 1.796 1.934 0.06
O -1.205 2.858 1.888 -0.06
H -0.503 2.363 1.427 -0.01
H -1.688 2.097 2.223 0.04
```

LUMO energy ... 0.3 eV
2S+1 ... 1
Structure (SMILES) ... C=C(CC)C/C=C/C.O.O.O
Energy above the lowest of the compared OMol25 structures with the same formula, charge and spin ... 36.4 kcal per mole
Frontier orbital gap ... 8.89 eV
E_HOMO ... -8.6 eV



Record 4
ORCA calculation (ωB97M-V/def2-TZVPD) on a molecular structure, C8H20O8RbS2.

```
39
Properties=species:S:1:pos:R:3:lowdin_charge:R:1
Rb -1.951 0.053 -2.474 0.96
O -1.840 -2.589 -1.441 -0.46
C -1.092 -2.553 -0.323 -0.57
C 0.086 -3.485 -0.182 -0.51
O 0.956 -3.460 -1.194 -0.34
H -1.740 -2.725 0.597 0.07
H -0.663 -1.516 -0.115 0.05
H -0.305 -4.522 0.026 0.08
H 0.551 -3.163 0.813 0.08
O -3.584 3.962 0.564 -0.26
S -3.167 2.652 0.233 0.50
O -2.494 2.462 -1.008 -0.38
O -2.292 2.183 1.406 -0.22
C -1.576 0.900 1.344 -0.24
C -2.327 -0.211 1.900 -0.08
C -4.547 1.571 0.256 -0.11
H -0.632 1.058 1.863 0.12
H -1.227 0.735 0.331 0.07
H -2.714 -0.052 2.912 0.09
H -1.746 -1.135 1.950 0.08
H -3.169 -0.493 1.259 0.08
H -4.191 0.676 -0.247 0.06
H -5.356 2.071 -0.261 0.08
H -4.805 1.345 1.283 0.08
O 1.490 -0.060 0.874 -0.28
S 1.693 0.113 -0.533 0.55
O 0.599 0.398 -1.374 -0.39
O 2.587 1.439 -0.655 -0.25
C 3.810 1.445 0.056 -0.31
C 4.984 1.418 -0.876 -0.08
C 2.656 -1.181 -1.162 -0.14
H 3.871 0.551 0.682 0.11
H 3.848 2.315 0.709 0.12
H 4.878 0.613 -1.600 0.07
H 5.887 1.283 -0.278 0.08
H 5.076 2.345 -1.446 0.08
H 1.994 -2.148 -1.245 0.06
H 3.472 -1.361 -0.473 0.07
H 2.978 -0.938 -2.171 0.07
```

LUMO energy ... 1.7 eV
2S+1 ... 1
Net charge ... -1
Frontier orbital gap ... 3.74 eV
E_HOMO ... -2.0 eV



Record 5
ORCA calculation (ωB97M-V/def2-TZVPD) on a molecular structure, C8H21AlN2O6.

```
38
Properties=species:S:1:pos:R:3:lowdin_charge:R:1
Al -0.575 -2.269 -0.429 1.02
N -2.289 -0.732 4.607 -0.61
O -1.957 -1.203 5.657 0.32
O -1.636 -0.849 3.589 0.22
O -3.293 -0.102 4.637 0.32
C -4.645 1.519 -3.608 -0.08
C -3.589 0.623 -4.226 -0.31
O -2.492 0.471 -3.339 -0.08
H -5.348 1.642 -4.432 0.09
H -4.289 2.514 -3.340 0.08
H -5.124 1.100 -2.723 0.08
H -3.300 1.056 -5.184 0.12
H -3.953 -0.374 -4.474 0.12
H -2.097 1.346 -3.358 0.08
C 3.512 -3.949 0.423 -0.06
O 2.983 -2.618 0.492 -0.22
C 3.841 -1.741 1.158 -0.18
C 3.535 -0.270 0.654 -0.13
N 2.185 0.154 0.989 0.05
C 1.943 1.487 0.430 -0.18
C 0.567 2.035 0.707 -0.15
O -0.485 1.076 0.314 -0.25
C -1.838 1.483 0.641 -0.07
H 4.543 -3.919 0.069 0.10
H 2.949 -4.483 -0.342 0.09
H 3.452 -4.555 1.327 0.10
H 4.863 -1.923 0.828 0.13
H 3.736 -1.771 2.243 0.14
H 3.640 -0.199 -0.429 0.14
H 4.212 0.425 1.150 0.15
H 2.051 0.287 1.982 0.14
H 2.110 1.523 -0.646 0.14
H 2.652 2.232 0.791 0.15
H 0.313 2.839 0.016 0.14
H 0.533 2.469 1.706 0.14
H -2.530 0.724 0.278 0.08
H -2.200 2.373 0.126 0.10
H -1.980 1.578 1.718 0.09
```

LUMO energy ... -13.2 eV
2S+1 ... 1
Net charge ... +2
Energy above the lowest of the compared OMol25 structures with the same formula, charge and spin ... 4.9 kcal per mole
Frontier orbital gap ... 1.87 eV
E_HOMO ... -15.1 eV



Record 6
ORCA calculation (ωB97M-V/def2-TZVPD) on a molecular structure, C8H21ClIOP2Pt.

```
35
Properties=species:S:1:pos:R:3:lowdin_charge:R:1
C -2.774 0.186 1.793 -0.33
I -1.728 0.389 3.878 1.21
H -3.140 0.075 0.663 0.14
H -3.148 1.231 2.200 0.02
H -3.522 -0.574 2.265 0.04
Pt 1.154 0.065 -1.406 0.81
P 0.433 2.258 -0.332 0.79
C 0.076 3.007 1.302 -0.20
C 2.153 2.739 -0.551 -0.22
H 2.254 3.806 -0.663 0.09
H -0.498 4.106 -1.536 0.09
H 2.483 2.269 -1.541 0.06
H -0.457 2.635 -2.541 0.04
H 0.760 2.618 2.075 0.07
H 2.739 2.340 0.209 0.04
C -0.661 3.023 -1.548 -0.19
H 0.258 4.103 1.216 0.10
H -1.682 2.807 -1.280 0.06
H -0.920 2.827 1.626 0.01
P 0.358 -2.404 -0.299 0.87
C -0.031 -3.083 1.324 -0.17
C -0.775 -3.072 -1.510 -0.16
H 2.428 -2.386 -1.511 0.06
H 2.204 -3.898 -0.636 0.09
H 2.686 -2.458 0.248 0.05
C 2.085 -2.827 -0.528 -0.20
H -0.563 -2.671 -2.522 0.07
H -0.613 -4.169 -1.552 0.11
H 0.131 -4.174 1.264 0.10
H -1.008 -2.855 1.631 0.03
H -1.773 -2.856 -1.231 0.06
H 0.705 -2.689 2.103 0.11
Cl 1.018 0.035 -3.492 0.19
O -0.689 -0.184 0.924 -0.18
C 0.054 -0.218 -0.042 -0.67
```

LUMO energy (alpha / beta) ... -12.2 / -14.1 eV
Expectation value of S² ... 6.0218
2S+1 ... 5
Net charge ... +3
Energy above the lowest of the compared OMol25 structures with the same formula, charge and spin ... 93.1 kcal per mole
Frontier orbital gap (alpha / beta) ... 5.08 / 6.41 eV
E_HOMO (alpha / beta) ... -17.3 / -20.5 eV